1.
Entry from the Open Molecules 2025 dataset: a cluster of 7 separate species, C42H94ClN2O14P2 in total in a non-equilibrium geometry (ωB97M-V/def2-TZVPD).

```
! RIJCOSX wB97M-V def2-TZVPD def2/J DEFGRID3
* xyz 1 1
H -7.39841 -4.55024 -4.31142
C -3.68623 -2.48111 -5.92003
O -3.72092 -1.93376 -4.60039
H -2.63616 -0.14442 -1.43395
H 7.94405 0.45566 2.07360
H 3.39739 5.45101 -1.37818
H -10.66262 -0.50532 -3.17987
C 9.00509 2.03392 1.13745
H 4.79118 5.42152 -2.21592
C -2.40548 -3.27824 -6.10624
N 5.19858 2.71876 -1.03322
H -3.79400 -1.75416 -7.96045
O 7.77189 2.54743 0.76996
H -4.71543 -0.79333 -6.79025
H -6.66246 -6.30722 -2.55934
C 0.76232 -4.93583 -0.43840
H 0.44468 -0.06895 -0.08080
C -0.98629 1.24777 -1.13979
H 0.93571 0.05834 -2.44662
H 1.35850 -3.70282 1.97733
C 8.98107 0.65978 1.78976
H -2.33673 -4.07155 -5.36056
H 4.90358 0.86198 2.48673
H 0.33615 1.78643 4.51126
H 2.41642 3.81497 -0.51002
H -1.05252 5.37406 8.46431
C -5.69632 -5.88782 -4.45683
H -1.00080 -3.80098 0.02865
H -0.39918 1.08793 0.86761
H -6.83925 -7.59243 -3.76996
H -6.83004 -1.90608 -3.08476
H -1.22196 1.57651 5.30153
H 8.82226 -1.20500 0.65151
H 3.91626 2.18806 4.11169
C 3.53309 1.15939 4.09698
H 2.81790 0.85691 -3.32874
C -0.14766 1.59962 5.47504
H -12.98711 -1.16435 -2.48711
H -5.30369 -7.37905 -2.94423
H 2.35607 2.04451 2.09654
C -11.03262 -1.51570 -3.36168
H -7.99120 -1.85636 -1.74825
H 6.61495 4.00054 -1.98813
C 1.00321 4.68483 8.60767
H -6.19128 -0.94795 -0.24643
H -11.85784 -2.64864 -5.01068
C 3.77043 1.08539 6.58812
P 2.26382 0.40046 -2.09336
H -0.66496 1.93043 -1.92985
H 6.24025 1.91020 -2.69209
H 6.41399 4.38874 -0.30559
H 5.49645 1.72734 0.75266
H 2.44565 1.16988 4.17951
H 4.62428 1.40302 -2.67122
H -1.52883 -2.63624 -5.97379
H 2.12071 0.36052 1.53922
H 1.73288 6.60260 9.29407
H 3.43358 3.78084 1.41826
C 9.53559 -0.38988 0.76929
C 3.87346 0.55262 2.69744
H 3.94339 -0.65348 5.23548
H 0.39237 -5.88883 -0.05773
O 9.98439 2.61141 0.96105
C -1.57834 -0.09049 -1.70047
O -4.77398 -0.86760 -1.70478
H -0.45348 4.50880 7.03860
C 0.31030 0.25620 6.06094
H 1.76740 2.34317 -4.23798
C 0.12757 0.98620 -0.09046
H -10.24094 -3.30095 -3.31753
C 4.70074 2.32668 0.30518
C 2.34913 1.74411 -0.80387
C -3.79658 -1.36151 -6.94262
H 3.62113 2.14127 6.32805
C -5.61962 -2.94167 -0.81361
H 0.62864 5.80264 10.42820
C 4.11589 3.55170 -1.73369
H 3.87887 0.37535 0.09489
H -12.49124 -2.86721 -2.50739
H 4.23308 3.50093 -2.82558
H 4.75652 3.09336 2.29884
C 4.47660 3.47277 1.31486
Cl 2.22545 5.23769 -3.83532
H 1.80205 1.41191 7.44241
H -12.35523 -0.94631 -4.98483
H -5.31707 -3.49217 -1.70959
P 1.32759 3.78393 -2.59985
H 0.06518 6.15917 7.33691
C -5.93626 -1.49369 -1.15676
H -11.77015 -1.76353 -1.34619
O -0.50374 -0.48241 6.45091
H 0.75288 3.71542 9.04367
H 2.59009 -0.13652 7.92348
O 1.16390 1.96257 -0.05266
C -7.08519 -1.40308 -2.14784
H -4.78794 -2.99585 -0.10828
C -6.86989 -5.13650 -5.06612
C 6.44975 3.55655 -1.00401
H 5.05200 4.38701 1.16241
H -4.54175 -1.34509 -2.51088
H -10.72001 -1.40104 -5.49614
H 2.30711 5.32325 7.30086
C 4.20794 0.40756 5.24846
O 1.00880 2.58589 -3.67980
H 5.29779 0.50859 5.19911
O 2.07770 4.47303 7.69381
C -11.52522 -1.62905 -4.79609
C 3.46851 1.37895 0.28461
H 5.52740 -0.66338 -2.00148
H 0.03131 2.41198 6.18618
C 2.84773 1.16347 1.69220
H -5.63670 -7.25139 -5.85365
O 0.55905 -2.53639 -0.30410
H 3.78773 -0.53344 2.76078
H -0.09125 -4.70207 2.19057
H -4.54679 -3.14509 -6.01007
H 10.47436 -0.77716 1.16276
H -1.82484 1.74086 -0.64123
H 8.53395 3.56066 -0.80234
H 0.59956 -4.90411 -1.51668
H -0.20413 -2.93388 2.21609
O 6.61717 0.01578 -0.54016
H -2.96545 -1.34190 -4.50080
N 4.28640 4.97609 -1.45868
H -7.57953 -5.82881 -5.52815
C 0.29242 -3.78380 1.74437
C 1.43433 5.63678 9.71170
H -6.48385 -3.44181 -0.37277
C -6.15497 -6.84172 -3.36463
O 2.96528 -0.85886 -1.72965
C -12.13906 -1.84092 -2.37005
C 2.65411 3.18596 -1.38028
H 7.99486 1.96603 -1.25075
C 7.73008 2.82837 -0.62955
H 2.29822 5.23778 10.24477
H -6.52564 -4.46323 -5.85285
H -4.98009 -5.17467 -4.04294
H 4.56938 1.04977 7.32995
H 1.50729 -2.48698 -0.12607
H 9.68979 0.10749 -0.18949
H -7.29649 -0.36072 -2.39360
C 5.45803 1.58768 -1.99441
C 5.89471 0.22513 -1.44436
C 2.40103 0.56068 7.10171
O -9.93004 -2.40126 -3.16024
H -2.36067 -3.72865 -7.09858
C 0.06908 -3.76577 0.24027
C -0.18179 5.21286 7.82681
H -2.96441 -0.65878 -6.83755
O -5.01488 -6.61695 -5.47793
H -1.56663 -0.01367 -2.79547
H -1.04141 -0.96825 -1.33365
H 9.56848 0.69675 2.70703
O 1.62623 -0.14246 6.11203
H 1.84306 -4.89169 -0.27578
*
```

Output
Max |F|, Eh/bohr: 0.0872
Electronic energy, eV: -107815.8242

***

2.
Entry from the Open Molecules 2025 dataset: a cluster of 2 separate species, CH2N2O2 in total in a non-equilibrium geometry (ωB97M-V/def2-TZVPD).

```
! RIJCOSX wB97M-V def2-TZVPD def2/J DEFGRID3
* xyz 0 1
N 0.21206 -0.93715 -0.67308
H 0.58326 -1.81812 -0.10307
C -0.79393 -0.02725 -0.14575
O -1.95083 -0.06585 0.11385
H 0.60351 1.69989 1.51538
O 1.14893 0.14011 -0.60703
N 0.19699 1.00836 -0.10030
*
```

Output
Max |F|, Eh/bohr: 0.0604
Energy relative to the best compared isomer or geometry (same formula, charge and spin), kcal/mol: 186.1
Electronic energy, eV: -8137.3024

***

3.
Entry from the Open Molecules 2025 dataset: an isolated molecule of C6H4O (ωB97M-V/def2-TZVPD).

```
! RIJCOSX wB97M-V def2-TZVPD def2/J DEFGRID3
* xyz 0 1
H -0.03181 -1.78331 -1.20388
H 1.22187 2.25193 -0.18827
C -1.35153 -0.77583 0.23642
C -0.11768 -0.99366 1.01173
O -0.76822 1.94207 0.03305
C 0.35531 1.56468 -0.25483
C -0.18072 -0.88519 -0.60763
H 1.61269 0.09775 -1.26903
H 0.63718 -1.67336 1.38849
C -1.27318 -0.29758 1.52529
C 0.69042 0.21995 -0.70587
*
```

Output
Max |F|, Eh/bohr: 0.0114
Energy relative to the best compared isomer or geometry (same formula, charge and spin), kcal/mol: 140.9
Electronic energy, eV: -8326.3321

***

4.
Entry from the Open Molecules 2025 dataset: a structure of composition C46H46F3Li2N8O6 in a non-equilibrium geometry (ωB97M-V/def2-TZVPD).

```
! RIJCOSX wB97M-V def2-TZVPD def2/J DEFGRID3
* xyz 1 1
H -1.77142 5.41137 5.70763
C -3.39279 -4.19335 -2.44852
H 0.88310 -3.12088 7.17396
N -0.51395 -0.42751 5.79202
H -4.55771 -4.61757 -4.22030
O 0.18052 -7.61700 -3.15850
N 2.08474 3.22298 -2.63035
H -0.47304 -2.70874 -5.93099
H 6.48669 0.82254 2.10310
C -1.67599 -2.91913 3.23456
H 4.15124 1.00732 3.05812
C 1.32802 -1.17525 4.48487
C -4.93474 -2.64051 -3.47966
H -5.57911 -2.41914 -4.31534
H -2.36129 -3.50413 -0.70761
H -0.10519 -2.11865 -2.83580
C -3.81380 -2.06328 -1.39413
N -5.31715 -0.44990 -2.40771
H -0.78282 6.49398 1.69586
C 1.52645 -2.25207 5.35689
C 3.03689 5.84954 0.29214
H 2.28529 0.83156 1.45258
C 1.71938 4.61437 1.75040
C -1.76060 -3.94157 2.30630
O -0.46634 2.89866 -0.36721
N 2.19610 4.82638 0.49739
C -1.15088 6.09277 3.77974
H -1.51629 -3.85781 1.25884
H -2.87202 -5.13924 -2.37728
H 1.47964 -6.18844 -7.53102
C 3.30114 0.94346 1.08582
C -4.30727 -3.89422 -3.45860
C -0.43563 1.59706 -0.08006
H 2.03481 -1.08520 3.66937
C 0.92019 -5.73342 -6.72785
O -5.07601 0.32847 -1.50958
H 3.39326 6.11465 -0.69428
F -1.11698 -0.06497 1.43902
H 2.88819 1.75666 -6.13438
H -3.48186 -1.30972 -0.69412
H -3.44591 3.45098 2.27858
F -2.73713 0.85335 0.35932
C 0.60803 -2.42804 6.38505
C -0.16271 -3.73501 -5.81589
Li -1.55085 4.71636 -0.09877
H -0.97153 -0.98694 -0.50799
C -2.56139 -4.37402 4.85787
C 0.80514 -6.36030 -5.49561
C 3.43919 6.69409 1.32391
C 4.35080 0.91823 2.00043
H 1.98675 5.06758 3.83475
H 4.07005 3.88898 -2.66613
C 5.60740 0.78378 1.46637
N -2.15832 4.99441 1.86823
H 3.34041 7.05753 3.45434
C 1.40638 2.07395 -4.64616
H -0.02027 0.46752 4.02380
C 2.29226 5.27729 2.81544
N -2.54253 -5.41938 4.02098
C 0.44824 -4.43874 -6.85400
H 2.75626 0.73449 -0.99612
H -1.37633 -1.93121 2.89495
C -1.53796 1.09150 0.88428
C 0.15565 -5.73267 -4.45614
H -0.45019 6.84986 4.09885
H -2.88201 -4.53498 5.88020
C -0.35577 -4.44794 -4.65809
H 0.47546 1.16298 0.36027
H 5.12005 0.81750 -1.72716
H -0.81490 -3.97672 -3.79547
C -2.72758 4.32164 4.11206
H 4.13551 7.47451 1.04496
C 2.65874 2.22201 -5.18198
C -1.34373 5.90433 2.41700
H 4.57469 3.12510 -4.93382
C -1.86479 5.27967 4.63757
H -1.11546 -1.62991 7.36207
H -2.04697 -2.40755 5.37712
C 3.30405 3.33194 -3.19385
H 0.59212 -4.05586 -7.86072
H 0.71717 -0.81685 -0.88878
H 1.15061 3.69391 1.78591
H 1.10234 -7.38979 -5.33359
C -0.28592 -0.51489 -1.21811
C -0.32694 -1.44028 6.64446
N -0.01263 -6.42177 -3.19759
C -3.06651 -3.24581 -1.48319
C 4.88147 0.72995 -0.67139
Li 1.06616 3.99763 -1.00492
C -2.07692 -5.21143 2.81043
C -4.69003 -1.77739 -2.42921
C -0.53329 -1.15534 -2.57725
H 2.38635 -2.89955 5.26937
H 0.17122 2.46489 -2.98603
H -1.88734 -6.02237 2.11134
H -1.61268 -1.24040 -2.71547
O -6.04632 -0.17864 -3.35296
C 1.17240 2.57886 -3.38382
O -0.48683 0.87360 -1.31362
H -0.18353 -0.40188 -3.28880
H -3.27415 3.69564 4.80103
O -0.48330 -5.79009 -2.25860
C 3.64860 2.85486 -4.44759
H 0.65433 1.49519 -5.16359
C -2.07746 -3.09870 4.54890
C 3.55007 0.73458 -0.26049
F -1.71354 1.94975 1.91224
C 0.19782 -0.38089 4.65824
N 5.92774 0.81862 0.15460
C -2.85024 4.22755 2.73702
C 3.08772 6.40069 2.63564
*
```

Output
Max |F|, Eh/bohr: 0.0529
Energy relative to the best compared isomer or geometry (same formula, charge and spin), kcal/mol: 27.4
Electronic energy, eV: -81206.6869